1.
{
  "formula": "C10H26N2PdSe2",
  "method": "the ωB97M-V functional and the def2-TZVPD basis",
  "symbols": ["Pd", "Se", "Se", "N", "N", "C", "C", "C", "C", "C", "C", "C", "C", "C", "C", "H", "H", "H", "H", "H", "H", "H", "H", "H", "H", "H", "H", "H", "H", "H", "H", "H", "H", "H", "H", "H", "H", "H", "H", "H", "H"],
  "positions_angstrom": [[0.00921, 0.09754, 0.53115], [0.38668, 0.21535, 3.04809], [1.29406, 2.19865, 0.33916], [1.41898, -1.39746, -0.27745], [-1.34456, -1.42552, 0.36846], [1.59184, -1.24301, -1.75069], [0.75790, -2.67433, 0.08382], [-1.98440, -1.78610, 1.66261], [2.75878, -1.32199, 0.34839], [-0.11126, 3.40117, -0.27003], [-2.37020, -0.85474, -0.53858], [1.37346, 2.79869, 2.19442], [-1.10783, 1.10718, 3.92411], [-0.70163, -2.62914, -0.26330], [1.70713, 1.64304, 3.09724], [-2.86859, -0.02383, -0.04221], [0.40890, 3.24486, 2.42833], [2.67529, -1.50309, 1.41902], [-2.78802, -2.50450, 1.49189], [-1.24615, -2.23320, 2.32566], [2.17982, -0.34891, -1.93788], [0.30545, 4.40245, -0.18803], [-0.86187, -2.58299, -1.33920], [-0.30982, 3.16521, -1.31152], [-1.20971, -3.52802, 0.09017], [-1.90972, 0.37598, 3.97835], [-0.78362, 1.36952, 4.92812], [0.63019, -1.14982, -2.24806], [1.26735, -3.50163, -0.42091], [2.64691, 1.15512, 2.83816], [2.12137, -2.11010, -2.15612], [-3.11631, -1.61250, -0.78620], [2.13395, 3.57730, 2.24505], [3.41572, -2.07876, -0.08876], [0.88409, -2.82377, 1.15819], [-1.42477, 1.98083, 3.36468], [3.18803, -0.33974, 0.16368], [-2.39765, -0.88886, 2.11565], [-1.89780, -0.51667, -1.46074], [1.78299, 1.96369, 4.13671], [-1.00330, 3.29083, 0.33928]],
  "homo_energy_ha": [-0.564, -0.564],
  "total_charge": 2,
  "lumo_ev": [-8.45, -8.45]
}

***

2.
{
  "formula": "C2H16O8Y",
  "method": "the ωB97M-V functional and the def2-TZVPD basis",
  "symbols": ["Y", "O", "O", "O", "O", "O", "O", "O", "O", "C", "C", "H", "H", "H", "H", "H", "H", "H", "H", "H", "H", "H", "H", "H", "H", "H", "H"],
  "positions_angstrom": [[-0.04359, 0.35207, 0.10972], [-0.27940, 1.78138, 1.97124], [-1.22956, -1.28011, -0.62003], [1.92444, -0.30375, 1.55489], [-2.25436, 1.25111, 0.24685], [-0.82774, -0.98951, 1.88770], [1.30661, -1.04180, -0.96175], [-0.64172, 1.35605, -2.00878], [1.71116, 1.90234, -0.25717], [0.60690, -1.91220, -1.87413], [-0.50669, -2.38877, -1.04820], [2.23910, -1.18080, 1.88162], [2.78724, 0.07863, 1.39714], [1.16698, -2.73771, -2.22457], [-2.75900, 1.37391, 1.07170], [-1.43654, 1.93845, -1.95719], [0.15635, -1.18922, -2.56388], [-0.96567, 2.52733, 2.01665], [-1.12205, -3.06739, -1.57701], [0.01171, -2.82155, -0.16826], [2.06956, 2.23121, -1.07614], [-0.37225, -0.87639, 2.71696], [-0.79534, 1.03880, -2.91637], [2.41287, 2.13313, 0.38733], [0.27533, 1.89252, 2.72537], [-0.73156, -1.91621, 1.62010], [-2.70280, 1.84847, -0.33377]],
  "homo_energy_ha": -0.384,
  "total_charge": 1,
  "e_above_lowest_kcal_mol": 4.8,
  "lumo_ev": -3.72
}

***

3.
{
  "formula": "C3H11InO3P3S",
  "method": "the ωB97M-V functional and the def2-TZVPD basis",
  "symbols": ["In", "S", "P", "P", "P", "O", "O", "O", "C", "C", "C", "H", "H", "H", "H", "H", "H", "H", "H", "H", "H", "H"],
  "positions_angstrom": [[2.95850, -3.62786, 0.66759], [-3.50638, -1.46825, 0.05713], [0.69270, 0.87912, 0.85879], [-2.72014, 0.32337, -0.26588], [-1.42985, 0.74119, 1.44053], [-1.47509, -0.61838, 2.56993], [-1.90729, 0.33451, -1.81938], [-4.04150, 1.50506, -0.38316], [2.58936, -1.04990, -0.43693], [0.88433, 1.89591, -0.78817], [1.32435, -0.93482, 0.59902], [-2.65316, 0.13839, -2.48115], [-0.61112, -0.55257, 3.10596], [0.41023, -1.59672, 0.28844], [2.87494, -2.20328, -0.55229], [1.68406, -1.35318, 1.65686], [2.30577, -0.67760, -1.50961], [3.57322, -0.53146, -0.00876], [-3.80750, 2.28571, 0.22619], [1.38404, 2.92460, -0.44651], [1.62981, 1.40447, -1.54507], [-0.15929, 2.18169, -1.23353]],
  "homo_energy_ha": -0.752,
  "total_charge": 3,
  "lumo_ev": -15.68
}

***

4.
{
  "formula": "C3H7N3",
  "method": "the ωB97M-V functional and the def2-TZVPD basis",
  "symbols": ["N", "N", "N", "C", "C", "C", "H", "H", "H", "H", "H", "H", "H"],
  "positions_angstrom": [[-0.48269, -0.33389, -1.11999], [-2.09621, -0.75121, 0.44606], [-1.20307, 0.15700, -0.12916], [1.11801, -1.12008, 0.09657], [0.47619, 0.08128, -0.11981], [1.06973, 1.44745, -0.03091], [1.58588, 1.68763, -0.96209], [2.18375, -1.20262, -0.06179], [-2.88180, -0.24866, 0.83703], [0.55271, -2.00537, 0.33460], [-2.40550, -1.45296, -0.22197], [0.30796, 2.20727, 0.13579], [1.77505, 1.53416, 0.79567]],
  "homo_energy_ha": [-0.293, -0.293],
  "e_above_lowest_kcal_mol": 114.7,
  "lumo_ev": [0.54, 0.53]
}

***

5.
{
  "formula": "C6H18N4",
  "method": "the ωB97M-V functional and the def2-TZVPD basis",
  "symbols": ["N", "N", "N", "N", "C", "C", "C", "C", "C", "C", "H", "H", "H", "H", "H", "H", "H", "H", "H", "H", "H", "H", "H", "H", "H", "H", "H", "H"],
  "positions_angstrom": [[-4.52109, -0.93615, -0.64883], [-2.65342, 0.10461, 1.02138], [3.03496, 1.00184, 0.21081], [-0.35625, -0.28927, 0.42585], [0.75894, 0.20754, -0.36061], [1.22560, -1.11718, -1.07050], [1.73352, -0.40390, 1.81150], [0.27274, 1.19810, -1.41540], [-1.46399, 0.09398, 0.68922], [1.70407, 0.70711, 0.74287], [-4.90963, -1.63004, -0.01988], [-3.96942, -1.10645, -1.46956], [0.36679, -1.48775, -1.69570], [3.21928, 1.73670, -0.50408], [2.01708, -0.10594, 2.82328], [3.35364, 0.06095, -0.25151], [1.05987, 1.64066, 1.13828], [-2.87795, 0.16557, 1.96762], [-3.86135, -0.40724, 0.05042], [2.37612, -1.17395, 1.45835], [2.18522, -1.09519, -1.51771], [3.81014, 1.22584, 0.87668], [1.33876, -1.78888, -0.29404], [1.18893, 1.44645, -1.97520], [-5.22665, -0.29700, -0.88572], [-0.52435, 0.87592, -2.01752], [-0.01190, 2.21386, -0.96594], [0.73036, -0.84020, 1.87594]],
  "homo_energy_ha": -0.626,
  "total_charge": 2,
  "e_above_lowest_kcal_mol": 26.4,
  "lumo_ev": -6.09
}

***

6.
{
  "formula": "C6H5ClO6",
  "method": "the ωB97M-V functional and the def2-TZVPD basis",
  "symbols": ["Cl", "O", "O", "O", "O", "O", "O", "C", "C", "C", "C", "C", "C", "H", "H", "H", "H", "H"],
  "positions_angstrom": [[-2.25115, -1.27804, 1.75763], [-0.65502, 0.73963, 3.09608], [0.05432, 1.93001, 1.35608], [0.65406, -1.24982, -1.69066], [-2.19515, -0.57399, -1.29040], [-2.56095, 0.62001, -3.24950], [0.72851, -1.10877, 0.54674], [-1.14869, 1.23280, -1.32336], [0.16220, -0.86698, -0.48383], [-1.17117, -0.00396, -0.43333], [-2.11078, 0.44800, -2.11511], [-0.72154, 1.00347, 1.91428], [-1.71117, 0.26008, 0.99582], [-1.52734, 2.15385, -0.90027], [1.44545, -1.76349, -1.51643], [-2.62500, 0.88080, 0.89596], [-0.18426, 1.41449, -1.84436], [0.65751, 2.26929, 2.03597]],
  "homo_energy_ha": -0.398,
  "e_above_lowest_kcal_mol": 0.0,
  "lumo_ev": 0.26
}

***

For each record above, in turn, the calculated max |F| values are 0.9 4.2 7.4 1.6 4.2 6.0 eV/A.
For each record above, in turn, the calculated E values are -147928.913 -19753.682 -53271.810 -7689.704 -12457.100 -31110.354 eV.